1.
19
Properties=species:S:1:pos:R:3:lowdin_charge:R:1 method="wB97M-V/def2-TZVPD" orbital_gap_ev=8.4 homo_energy_ev=-17.11 total_charge=+2 e_above_lowest_kj_mol=0.0
C 0.94 1.37 -0.30 0.139
C 1.52 0.22 -0.17 -0.581
C -1.31 0.14 0.56 -0.372
C 0.97 -1.08 0.36 -0.233
N -0.40 -0.85 0.82 0.160
N -1.05 1.24 -0.06 -0.022
N 1.11 -2.21 -0.81 0.265
N -1.73 2.38 -0.01 0.069
O -2.52 -0.14 0.95 0.227
I 3.80 0.17 -0.41 0.917
H 0.99 2.46 -0.49 0.130
H 1.53 -1.50 1.20 0.157
H -0.91 -1.66 1.15 0.175
H 1.29 -1.68 -1.65 0.147
H 0.23 -2.59 -1.07 0.143
H 1.81 -2.96 -0.54 0.207
H -2.05 2.77 -0.89 0.121
H -1.22 3.23 0.52 0.208
H -2.98 0.70 0.84 0.145

***

2.
9
Properties=species:S:1:pos:R:3:lowdin_charge:R:1 method="wB97M-V/def2-TZVPD" orbital_gap_ev=10.3 homo_energy_ev=-9.96 smiles="O=CNOC=O" e_above_lowest_kj_mol=415.3
O -0.75 1.17 2.03 0.010
C -1.24 0.97 0.90 -0.318
N -0.61 0.10 0.06 -0.024
O 0.51 -0.65 0.34 -0.046
C 1.52 -0.98 -0.71 -0.162
O 1.21 -0.99 -1.91 0.042
H -2.23 1.25 0.24 0.183
H -0.93 0.35 -0.86 0.125
H 2.53 -1.22 -0.09 0.191

***

3.
98
Properties=species:S:1:pos:R:3:lowdin_charge:R:1 method="wB97M-V/def2-TZVPD" orbital_gap_ev="3.7 / 3.7" homo_energy_ev="0.16 / 0.16" spin_multiplicity=2 total_charge=-2
Yb 0.00 0.00 0.00 1.304
S -1.02 0.96 2.23 0.215
S -1.40 0.47 4.16 -0.020
S -0.66 -1.43 4.12 -0.100
S -0.08 -1.47 2.18 0.195
C 4.15 -4.85 -3.90 -0.088
C 3.27 -3.73 -3.42 -0.292
C 2.41 -3.05 -4.31 -0.005
C 1.58 -1.99 -3.87 -0.058
C 0.66 -1.25 -4.80 -0.293
O -0.25 -0.61 -4.30 0.037
C 0.74 -1.23 -6.30 -0.115
C -0.41 -0.91 -7.04 -0.010
C -0.38 -0.87 -8.44 -0.091
C 0.81 -1.14 -9.12 -0.115
C 1.97 -1.44 -8.40 -0.098
C 1.94 -1.48 -7.00 -0.039
C 1.61 -1.68 -2.49 -0.232
O 0.87 -0.71 -1.91 -0.292
C 2.46 -2.35 -1.63 -0.139
C 3.31 -3.36 -2.07 0.015
C 2.35 -1.85 -0.26 -0.164
N 1.18 -1.88 0.30 -0.213
C 0.11 -2.84 0.04 -0.347
C -1.30 -2.24 0.04 -0.527
Te -2.09 -1.78 -1.90 1.599
C -2.19 -3.87 -2.29 -0.491
C -1.20 -4.50 -3.05 -0.140
C -1.25 -5.88 -3.28 -0.112
C -2.30 -6.64 -2.74 -0.133
C -3.30 -6.01 -1.99 -0.121
C -3.24 -4.63 -1.76 -0.156
C 3.40 -0.92 0.27 -0.117
C 4.59 -0.67 -0.45 -0.021
C 5.55 0.21 0.05 -0.097
C 5.34 0.86 1.27 -0.093
C 4.16 0.63 1.99 -0.057
C 3.20 -0.26 1.50 -0.009
H 4.01 -5.03 -4.99 0.072
H 3.90 -5.78 -3.36 0.077
H 5.21 -4.59 -3.72 0.074
H 2.38 -3.39 -5.33 0.093
H -1.35 -0.69 -6.55 0.115
H -1.27 -0.63 -9.00 0.092
H 0.84 -1.11 -10.20 0.087
H 2.90 -1.63 -8.93 0.090
H 2.87 -1.68 -6.49 0.099
H 3.97 -3.86 -1.38 0.124
H 0.12 -3.49 0.94 0.092
H 0.29 -3.53 -0.81 0.117
H -1.40 -1.41 0.78 -0.103
H -2.01 -3.02 0.38 0.092
H -0.38 -3.92 -3.46 0.073
H -0.48 -6.36 -3.86 0.083
H -2.34 -7.70 -2.92 0.078
H -4.11 -6.60 -1.57 0.080
H -4.01 -4.16 -1.17 0.077
H 4.78 -1.15 -1.40 0.102
H 6.45 0.40 -0.51 0.086
H 6.08 1.55 1.65 0.090
H 4.00 1.13 2.93 0.108
H 2.30 -0.42 2.08 0.067
N 2.15 3.20 -1.86 0.186
C 1.31 2.43 -1.14 -0.577
N 0.41 3.13 -0.42 0.093
O 1.35 1.21 -1.15 -0.034
H 2.11 4.21 -1.86 0.106
H 2.84 2.73 -2.43 0.116
H 0.37 4.13 -0.41 0.142
H -0.24 2.60 0.14 0.042
C -2.19 2.16 0.25 -0.278
N -2.15 0.73 -0.03 -0.274
C -2.93 0.03 0.98 -0.322
N -4.31 0.49 0.96 -0.067
C -4.33 1.92 1.24 -0.168
N -3.56 2.64 0.23 -0.071
C -4.14 2.38 -1.08 -0.184
N -4.11 0.95 -1.37 -0.063
C -2.73 0.48 -1.34 -0.410
C -4.88 0.25 -0.35 -0.181
H -1.58 2.71 -0.48 0.122
H -1.72 2.37 1.22 0.010
H -2.49 0.17 1.97 -0.071
H -2.89 -1.06 0.81 0.101
H -3.94 2.13 2.24 0.129
H -5.37 2.29 1.26 0.117
H -3.60 2.94 -1.86 0.123
H -5.17 2.76 -1.14 0.115
H -2.14 0.98 -2.13 0.140
H -2.69 -0.58 -1.59 -0.361
H -4.90 -0.83 -0.57 0.111
H -5.93 0.56 -0.38 0.115
F 0.33 4.05 1.33 0.041
B 1.32 2.99 1.43 -1.066
F 1.64 2.76 2.83 0.070
F 2.52 3.38 0.71 0.080
F 0.78 1.77 0.85 -0.226
H -1.13 -0.44 -1.57 -0.152

***

4.
13
Properties=species:S:1:pos:R:3:lowdin_charge:R:1 method="wB97M-V/def2-TZVPD" orbital_gap_ev=10.1 homo_energy_ev=-9.00 smiles="C=CO.C=C" e_above_lowest_kj_mol=173.2
C -1.39 -0.66 -0.94 -0.017
C -1.32 0.67 -0.95 -0.302
O -0.26 1.42 -1.35 -0.014
H -2.30 -1.15 -0.61 0.049
H -0.55 -1.28 -1.24 0.058
H -2.14 1.31 -0.62 0.112
H 0.43 0.81 -1.64 0.094
C 0.74 -0.42 1.59 -0.089
C 1.78 0.02 0.87 -0.093
H -0.03 0.26 1.94 0.053
H 0.62 -1.47 1.84 0.052
H 1.88 1.07 0.62 0.048
H 2.55 -0.66 0.51 0.048

***

Number 1: largest force on an atom 6.23 eV/A. Number 2: largest force on an atom 5.42 eV/A. Number 3: largest force on an atom 16.77 eV/A. Number 4: largest force on an atom 0.39 eV/A.